Record 1
{"formula": "C7H6NO2", "method": "ωB97M-V with the def2-TZVPD basis set", "total_energy_ev": -12937.8106, "e_above_lowest_kcal_mol": 79.1, "charge": -1, "multiplicity": 1, "elements": ["O", "N", "O", "C", "C", "C", "C", "C", "C", "C", "H", "H", "H", "H", "H", "H"], "coordinates": [[4.68875, -0.32765, -1.09788], [3.43026, -0.29395, -1.42085], [2.81257, 1.06433, -1.72208], [2.51332, 0.43795, -0.55448], [1.07495, 0.12535, -0.41824], [-0.00037, 0.51951, -1.30578], [-1.37124, 0.35671, -0.93776], [-1.79276, -0.13208, 0.23255], [-0.81915, -0.53848, 1.09222], [0.55487, -0.48846, 0.73107], [2.93211, 0.84177, 0.39746], [0.17702, 1.14037, -2.15586], [-2.05788, 0.70177, -1.76809], [-2.84603, -0.06245, 0.46433], [-1.10697, -0.89381, 2.05110], [1.17533, -0.97521, 1.47156]], "forces_ev_per_angstrom": [[-0.902, 0.807, 0.185], [0.831, -3.216, -0.088], [0.299, 2.739, -0.924], [-0.201, 0.405, 0.770], [-3.123, -0.399, 0.002], [0.332, -0.196, 2.008], [1.517, 1.630, -4.500], [-1.044, 0.159, 0.764], [1.751, -0.303, -0.237], [-0.981, -0.377, 1.006], [0.022, -0.265, -0.664], [0.465, -0.123, -0.660], [0.435, -0.357, 1.316], [-0.070, -0.379, 0.280], [0.069, -0.463, 0.754], [0.600, 0.338, -0.015]], "lowdin_charge": [-0.30, -0.22, -0.09, -0.42, -0.13, 0.00, -0.14, -0.17, -0.11, -0.04, 0.14, 0.09, 0.11, 0.10, 0.08, 0.10]}

---

Record 2
{"formula": "C2H7NS", "method": "ωB97M-V with the def2-TZVPD basis set", "total_energy_ev": -14511.0007, "e_above_lowest_kcal_mol": 38.3, "charge": 0, "multiplicity": 1, "elements": ["C", "N", "C", "H", "H", "H", "H", "H", "S", "H", "H"], "coordinates": [[-0.24997, -0.60631, 1.29545], [-0.32941, 0.55878, 0.83473], [0.79189, 1.38166, 0.41740], [0.58979, -1.02963, 1.85806], [-1.01710, -1.31628, 0.94478], [0.73239, 2.32942, 0.96006], [1.73624, 0.91739, 0.73592], [0.74939, 1.43464, -0.66981], [-0.57843, -0.87284, -2.42850], [-1.91658, -0.65116, -2.08506], [-0.50821, -2.14567, -1.86301]], "forces_ev_per_angstrom": [[0.088, -0.075, -0.574], [-0.574, -0.324, -1.722], [0.263, -0.518, 2.285], [0.433, 0.018, -0.320], [-0.330, 0.268, 1.186], [-0.035, 0.247, -0.690], [0.170, 0.056, -0.248], [-0.043, 0.351, 0.166], [-1.082, -0.865, 0.619], [1.360, -0.370, -0.215], [-0.250, 1.212, -0.486]], "lowdin_charge": [-0.11, -0.11, -0.15, 0.07, 0.06, 0.07, 0.07, 0.05, 0.41, -0.17, -0.19]}

---

Record 3
{"formula": "C6H16NO", "method": "ωB97M-V with the def2-TZVPD basis set", "total_energy_ev": -10011.9558, "e_above_lowest_kcal_mol": 31.3, "charge": 1, "multiplicity": 1, "elements": ["C", "C", "C", "C", "C", "C", "N", "H", "H", "H", "H", "H", "H", "H", "H", "H", "H", "H", "H", "H", "H", "H", "H", "O"], "coordinates": [[-1.28981, 1.25757, 0.99043], [-1.81068, 0.30882, -0.08186], [-1.11501, 0.24115, -1.45151], [2.73302, -0.12823, -2.12826], [1.27339, 0.11653, -2.37093], [0.39534, 0.06145, -1.38769], [-0.60202, 0.42678, 2.08078], [-0.52664, 1.94532, 0.63848], [-2.04932, 1.83839, 1.50608], [-2.10496, -0.65516, 0.32084], [-2.77346, 0.73988, -0.38853], [-1.63762, -0.53922, -2.01558], [-1.35036, 1.09346, -2.10009], [3.04325, -1.08120, -2.57434], [3.35239, 0.59049, -2.66533], [2.91504, -0.29495, -1.06828], [0.98953, 0.32883, -3.39670], [0.72047, 0.01823, -0.35055], [-0.95600, -0.50725, 2.23171], [-0.62937, 0.89060, 2.98821], [0.39912, 0.36466, 1.90835], [0.43399, -2.23496, 3.88863], [0.20666, -2.78591, 2.45672], [0.38306, -1.99531, 2.96942]], "forces_ev_per_angstrom": [[0.543, -0.834, 0.446], [-1.464, 1.445, -1.238], [0.602, -0.271, -0.556], [-0.178, -0.757, -0.640], [0.700, -0.185, 0.151], [-1.377, 0.415, 0.414], [0.551, 1.494, 0.275], [-0.004, 0.054, -0.188], [-0.211, -0.161, -0.154], [0.396, -0.295, 0.148], [-0.122, -0.148, 0.406], [0.368, -0.369, 0.216], [0.014, 0.369, 0.581], [-0.286, -0.024, -0.163], [0.128, 0.297, 0.634], [0.349, 0.652, 0.059], [-0.263, -0.170, 0.025], [0.596, -0.466, -0.073], [-0.063, -0.568, -0.137], [-0.292, 0.119, 0.091], [0.083, -0.528, -0.287], [0.065, -0.442, 0.505], [0.103, -0.371, 0.141], [-0.237, 0.746, -0.655]], "lowdin_charge": [-0.11, -0.19, -0.19, -0.10, -0.15, -0.13, 0.17, 0.13, 0.13, 0.12, 0.12, 0.12, 0.12, 0.08, 0.08, 0.07, 0.12, 0.08, 0.12, 0.17, 0.14, 0.06, 0.06, -0.03]}